Entry 1:
ORCA calculation (wB97M-V/def2-TZVPD) on a molecular structure, C52H51BCsFN14O5.

Last column: Löwdin spin population.
CARTESIAN COORDINATES (ANGSTROEM)
Cs  0.29569  -0.69970  -0.96364  0.010
C  -3.47896  2.98146  4.11802  0.000
C  -3.37088  2.51754  2.79493  0.000
N  -2.33100  1.71045  2.65168  0.000
N  -1.74251  1.64579  3.86167  0.000
C  -2.41489  2.39176  4.76446  0.000
B  -0.53284  0.70718  4.09895  0.000
N  0.65133  1.10871  3.21758  0.000
C  0.72387  2.02019  2.21632  0.000
C  2.03727  2.12560  1.82349  0.000
C  2.71003  1.22706  2.66829  0.000
N  1.88189  0.62169  3.50750  0.000
N  -0.98884  -0.73702  3.81438  0.000
C  -2.06647  -1.36452  4.32359  0.000
C  -2.11958  -2.62884  3.77696  -0.001
C  -0.99813  -2.67352  2.92752  0.000
N  -0.32092  -1.53475  2.96141  0.000
N  -0.12028  0.88025  5.58425  0.000
C  0.64279  1.88682  6.05096  0.000
C  0.72906  1.75721  7.42019  0.000
C  -0.03160  0.60646  7.69338  0.000
N  -0.53892  0.08313  6.58571  0.000
H  -4.21428  3.64824  4.53589  0.000
H  -3.99907  2.73404  1.94324  0.000
H  -2.08821  2.44637  5.79051  0.000
H  -0.16494  2.49358  1.83424  0.000
H  2.43660  2.74256  1.03369  0.000
H  3.76413  0.98976  2.69485  0.000
H  -2.70269  -0.86981  5.03935  0.000
H  -2.85504  -3.39542  3.95849  0.000
H  -0.65417  -3.48025  2.29447  0.000
H  1.07767  2.60498  5.37357  0.000
H  1.26563  2.39039  8.10678  0.000
H  -0.23515  0.13717  8.64538  0.000
C  3.65935  0.63838  -1.55630  0.000
C  3.65332  2.11320  -1.28252  0.000
C  4.76730  2.72819  -0.72362  0.000
C  4.74130  4.06780  -0.36414  0.000
C  3.57611  4.79190  -0.56624  0.000
C  2.44827  4.21138  -1.13731  0.000
C  1.19140  5.01654  -1.29223  0.000
C  2.48306  2.85658  -1.51917  0.000
N  1.33513  2.20293  -1.99850  0.000
C  0.84464  2.67068  -3.13128  0.000
O  1.32278  3.51549  -3.91864  0.000
C  -0.53162  2.12009  -3.53643  0.000
C  -1.07310  2.58598  -4.73572  -0.002
C  -2.35086  2.21120  -5.09909  0.000
C  -3.07103  1.37938  -4.25493  -0.002
C  -2.44009  0.93384  -3.10286  0.001
N  -1.20573  1.28180  -2.74757  0.001
C  -3.24608  -0.02682  -2.25375  0.033
O  -4.44806  0.14746  -2.12264  0.096
N  -2.61576  -1.20152  -1.90245  0.358
C  -3.01831  -2.15623  -1.06746  0.053
C  -2.65837  -3.49516  -1.46851  0.122
C  -1.83020  -3.70776  -2.69722  0.016
C  -3.08756  -4.55342  -0.69942  -0.009
C  -3.80044  -4.33237  0.47847  0.164
C  -4.06319  -3.04187  0.92367  -0.010
C  -3.66740  -1.93684  0.19751  0.124
C  -3.83129  -0.56444  0.76265  0.018
H  4.67244  0.23289  -1.58592  0.000
H  3.16194  0.39836  -2.49651  0.000
H  3.12319  0.12763  -0.75474  0.000
H  5.66127  2.13460  -0.55696  0.000
H  5.61240  4.53745  0.07889  0.000
H  3.52742  5.83469  -0.26692  0.000
H  1.26529  5.95701  -0.74323  0.000
H  0.33151  4.45578  -0.91484  0.000
H  0.99628  5.22446  -2.34620  0.000
H  -0.45585  3.24830  -5.32542  0.000
H  -2.78858  2.56848  -6.02370  0.000
H  -4.08580  1.07388  -4.46507  0.000
H  -0.82040  -3.30850  -2.55970  0.005
H  -2.25434  -3.19472  -3.55976  0.005
H  -1.74580  -4.77265  -2.91461  0.000
H  -2.85482  -5.56547  -1.00823  -0.004
H  -4.12228  -5.17788  1.07494  0.010
H  -4.55011  -2.89002  1.87832  -0.003
H  -4.13194  -0.61974  1.80835  0.000
H  -4.56398  0.01445  0.20236  0.008
H  -2.88943  -0.01117  0.73883  0.004
F  2.56416  -2.11062  5.54426  0.000
C  2.93991  -2.81235  4.45517  0.000
C  2.65369  -2.34236  3.20254  0.000
C  3.09430  -3.05966  2.09583  0.000
C  2.74484  -2.52576  0.75933  0.000
O  2.14840  -1.46269  0.68167  0.001
C  3.16420  -3.32916  -0.37246  0.000
C  3.93192  -4.40971  -0.13655  0.000
N  4.25324  -4.91266  1.11018  0.000
C  5.09405  -6.06631  1.22111  0.000
C  4.50240  -7.35140  1.73842  0.000
C  4.86879  -7.21534  0.28947  0.000
C  3.82925  -4.24370  2.24832  0.000
C  4.08275  -4.71968  3.54161  0.000
C  3.62486  -4.00751  4.64106  0.000
N  3.85634  -4.53705  5.95289  0.000
C  2.85537  -4.31972  6.98505  0.000
C  3.14988  -5.32710  8.11861  0.000
N  4.06523  -6.37065  7.54542  0.000
C  5.42642  -5.78620  7.28234  0.000
C  5.19584  -4.47324  6.50100  0.000
C  2.73111  -3.01874  -1.81757  0.000
O  3.60135  -3.13052  -2.68849  0.000
O  1.50714  -2.74363  -1.92143  0.000
H  2.09659  -1.42023  3.07333  0.000
H  4.33499  -4.96371  -0.97416  0.000
H  6.12294  -5.85583  1.49809  0.000
H  3.44831  -7.32713  1.98026  0.000
H  5.11818  -7.97589  2.37323  0.000
H  4.05630  -7.12848  -0.41751  0.000
H  5.74238  -7.73394  -0.07747  0.000
H  4.60301  -5.65540  3.69787  0.000
H  1.86877  -4.48780  6.55531  0.000
H  2.86310  -3.31198  7.40481  0.000
H  2.25560  -5.81695  8.49522  0.000
H  3.68596  -4.87596  8.95144  0.000
H  3.68564  -6.60073  6.62118  0.000
H  4.11654  -7.20564  8.12194  0.000
H  5.97884  -6.52535  6.70531  0.000
H  5.91021  -5.63843  8.24566  0.000
H  5.92032  -4.38790  5.69621  0.000
H  5.32830  -3.60823  7.16422  0.000

Results
HOMO level	-3.92	eV
expectation value of S²	0.79
relative energy (zero: lowest compared OMol25 entry of this formula, charge and spin)	15.0	kJ/mol
DFT total energy	-89794.273	eV
LUMO	-0.3	eV
2S+1	2
charge	-1

Entry 2:
ORCA calculation (wB97M-V/def2-TZVPD) on a molecular structure, C26H24Cl2N6O3S2Ti.

Last column: natural (NBO) charge in e.
CARTESIAN COORDINATES (ANGSTROEM)
Ti  0.12728  0.16677  0.02406  1.404
N  -0.26883  1.58534  4.30842  -0.842
C  -0.15048  0.94563  3.05725  0.245
S  -1.10227  1.54679  1.71924  -0.350
N  0.61461  -0.07330  2.97431  -0.393
N  0.49876  -0.73820  1.74255  -0.526
C  1.62833  -1.21194  1.16857  -0.215
C  2.91285  -0.52297  1.33149  -0.162
C  4.10241  -1.08859  1.75682  -0.184
C  5.27060  -0.33194  1.84596  -0.310
C  5.22649  1.01717  1.50642  -0.231
C  4.04831  1.60137  1.05729  -0.350
C  2.87733  0.83186  0.92436  0.435
O  1.78621  1.30239  0.39170  -0.782
H  -0.33713  2.58633  4.18832  0.363
H  0.52578  1.34097  4.88648  0.367
H  1.59551  -2.18528  0.68372  0.177
H  4.11502  -2.14002  2.02921  0.189
H  6.19686  -0.78765  2.17731  0.182
H  6.12641  1.62115  1.57566  0.182
H  4.01777  2.64355  0.75761  0.203
S  -1.05361  -4.21126  1.77220  0.335
C  -1.91250  -3.35373  3.00704  -0.142
C  -2.12035  -3.69288  4.34083  -0.254
C  -2.78605  -2.78903  5.14880  -0.231
C  -3.22932  -1.56300  4.63902  -0.226
C  -3.03417  -1.23086  3.31359  -0.181
C  -2.38351  -2.14289  2.48555  0.097
N  -2.11184  -1.94689  1.14355  -0.470
C  -1.40163  -2.89952  0.64663  0.172
C  -0.79915  -2.90289  -0.69809  -0.107
C  -0.84090  -4.09187  -1.43675  -0.220
C  -0.32037  -4.13461  -2.71458  -0.277
C  0.24541  -2.97244  -3.24087  -0.214
C  0.29987  -1.81178  -2.48628  -0.243
C  -0.19129  -1.71982  -1.16707  -0.355
H  -1.74750  -4.62762  4.74064  0.202
H  -2.93914  -3.02433  6.19545  0.195
H  -3.70625  -0.85019  5.30000  0.203
H  -3.31744  -0.26438  2.91668  0.248
H  -1.31147  -4.97425  -1.01082  0.190
H  -0.35941  -5.05008  -3.29396  0.187
H  0.65718  -2.98196  -4.24568  0.189
H  0.77837  -0.94230  -2.92904  0.210
C  -3.36072  1.61458  -2.56708  -0.665
C  -2.03392  1.30650  -1.93532  0.211
N  -1.93229  0.56081  -0.89392  -0.162
O  -3.14193  0.09767  -0.39901  -0.606
C  -0.80050  1.78771  -2.52431  0.013
C  -0.76563  2.60599  -3.77605  -0.660
N  0.30320  1.42510  -1.90980  -0.053
O  1.42507  1.69128  -2.47615  -0.606
H  -4.07635  0.83482  -2.32074  0.240
H  -3.25647  1.69818  -3.64820  0.208
H  -3.75070  2.56404  -2.18943  0.216
H  -2.84092  -0.59303  0.23808  0.515
H  -1.55068  3.36624  -3.77972  0.191
H  -0.87987  1.99734  -4.68141  0.196
H  0.21231  3.08352  -3.82710  0.250
Cl  5.60631  0.59703  -3.25396  -0.118
C  4.09142  0.40371  -2.30228  -0.373
Cl  3.79248  -1.28361  -1.88387  -0.021
H  3.25220  0.76838  -2.88090  0.269
H  4.20318  0.95791  -1.37842  0.244

Results
HOMO level (spin up / spin down)	-0.08 / -0.39	eV
relative energy (zero: lowest compared OMol25 entry of this formula, charge and spin)	33.4	kJ/mol
DFT total energy	-112265.670	eV
LUMO (spin up / spin down)	4.3 / 4.3	eV
2S+1	1
charge	-2

Entry 3:
ORCA calculation (wB97M-V/def2-TZVPD) on a single C2H5N3O2S molecule.

Last column: natural (NBO) charge in e.
CARTESIAN COORDINATES (ANGSTROEM)
O  2.81740  -0.73251  0.10073  -0.557
N  2.13004  0.45850  0.26545  -0.302
C  0.72799  0.32343  -0.04150  0.477
N  0.25566  -0.87619  -0.05742  -0.697
S  -1.44135  -1.26369  -0.13274  0.427
C  -1.94520  0.39502  0.52937  -0.292
O  -1.24106  1.33270  -0.41056  -0.409
N  0.08145  1.50645  0.00367  -0.327
H  2.10650  -1.30692  -0.61775  0.468
H  2.68823  1.06857  -0.44850  0.349
H  -3.17453  0.79411  0.45235  0.245
H  -1.60948  0.63172  1.60582  0.222
H  0.47337  2.29797  -0.79854  0.395

Results
structure (SMILES)	ONC1=NSCON1
HOMO level	-8.46	eV
relative energy (zero: lowest compared OMol25 entry of this formula, charge and spin)	647.2	kJ/mol
DFT total energy	-21549.206	eV
LUMO	0.4	eV
2S+1	1

Entry 4:
ORCA calculation (wB97M-V/def2-TZVPD) on 4 unconnected molecules or ions with the total composition C25H59BBrN4O9.

Last column: Löwdin charge in e.
CARTESIAN COORDINATES (ANGSTROEM)
C  -0.85685  8.86424  -1.78707  -0.159
O  0.38291  8.23533  -1.95558  -0.196
C  0.24300  7.01785  -2.71640  -0.114
B  1.63327  6.18297  -2.88754  -0.769
C  1.33008  5.00271  -4.02550  -0.035
C  1.41017  3.56640  -3.58347  -0.438
C  1.03825  3.15593  -2.19879  -0.037
N  1.76744  2.62942  -4.36085  0.110
O  2.33972  5.78647  -1.66191  -0.009
C  3.64170  5.66666  -2.11053  -0.242
C  3.77460  7.03524  -2.82629  -0.770
Br  5.40276  7.23066  -3.91667  0.582
O  2.64514  7.15166  -3.51859  -0.054
H  -1.44828  8.31117  -1.05247  0.078
H  -1.41668  8.87828  -2.72246  0.074
H  -0.70343  9.88821  -1.47068  0.074
H  -0.05888  7.31376  -3.72077  0.104
H  -0.55150  6.41601  -2.26150  0.106
H  0.34220  5.14402  -4.45975  0.102
H  2.02255  5.11118  -4.85086  0.096
H  0.19017  2.48635  -2.17562  0.064
H  1.90233  2.67577  -1.76210  0.076
H  0.80609  3.99004  -1.55202  0.070
H  1.98222  3.02148  -5.27656  0.043
H  4.37770  5.53151  -1.32167  0.118
H  3.78206  4.86407  -2.83635  0.113
H  3.88521  7.76425  -2.02591  0.095
C  2.44253  -2.09592  -1.90372  -0.119
O  2.70512  -1.65369  -3.21846  -0.194
C  3.18883  -0.30590  -3.30198  -0.204
C  4.64854  -0.28208  -3.69879  -0.207
N  5.51020  -0.79425  -2.63478  -0.049
C  6.89359  -1.03005  -3.03288  -0.207
C  7.16960  -2.06825  -4.11713  -0.232
O  6.89061  -3.40475  -3.73722  -0.185
C  5.54128  -3.80865  -3.88741  -0.102
H  1.90833  -3.04487  -1.97650  0.085
H  3.36562  -2.26470  -1.33416  0.075
H  1.81996  -1.38254  -1.36036  0.068
H  3.02370  0.23669  -2.36775  0.117
H  2.61316  0.19949  -4.07609  0.095
H  4.93440  0.74887  -3.92376  0.126
H  4.74498  -0.87056  -4.62186  0.102
H  5.12238  -1.66230  -2.28986  0.064
H  7.43545  -1.34386  -2.13608  0.115
H  7.32966  -0.07617  -3.34698  0.117
H  8.24372  -2.04119  -4.32270  0.117
H  6.66950  -1.82736  -5.06233  0.109
H  5.05726  -3.31226  -4.73131  0.088
H  4.96452  -3.62618  -2.97743  0.071
H  5.53711  -4.88474  -4.06839  0.084
C  -2.02094  -2.49689  2.32874  -0.121
O  -1.85230  -1.24932  2.97164  -0.194
C  -0.99725  -1.28075  4.10783  -0.220
C  0.31082  -0.56645  3.83884  -0.218
N  1.13891  -1.30500  2.89476  -0.051
C  2.30242  -0.56922  2.40009  -0.197
C  2.06630  0.70620  1.59639  -0.218
O  1.46782  0.49499  0.33434  -0.200
C  0.05529  0.40924  0.32196  -0.094
H  -2.82982  -2.38768  1.60723  0.084
H  -1.12036  -2.80473  1.78739  0.079
H  -2.29759  -3.27588  3.04693  0.085
H  -0.82221  -2.30780  4.44253  0.121
H  -1.51825  -0.75209  4.91192  0.119
H  0.85625  -0.46071  4.78170  0.122
H  0.06500  0.44048  3.47682  0.107
H  0.57164  -1.57446  2.10182  0.067
H  2.86417  -1.25678  1.76275  0.116
H  2.94779  -0.33107  3.25184  0.116
H  3.04830  1.13783  1.38632  0.126
H  1.51305  1.46554  2.16193  0.114
H  -0.40298  1.03666  1.09007  0.093
H  -0.27855  -0.62734  0.43818  0.071
H  -0.28462  0.75476  -0.65402  0.078
C  -6.55536  -3.12082  6.65661  -0.118
O  -6.73857  -2.49777  5.40137  -0.192
C  -5.57320  -2.46537  4.58378  -0.210
C  -5.70711  -3.39019  3.39261  -0.210
N  -5.68097  -4.79193  3.79484  -0.048
C  -6.04808  -5.73345  2.73960  -0.200
C  -7.45507  -5.65419  2.15391  -0.229
O  -8.48586  -6.02187  3.05177  -0.180
C  -8.94190  -4.99370  3.91147  -0.101
H  -7.44240  -2.91894  7.25533  0.087
H  -6.44110  -4.20653  6.56391  0.077
H  -5.68473  -2.71268  7.17828  0.087
H  -4.67538  -2.69837  5.16381  0.121
H  -5.47217  -1.44203  4.21300  0.126
H  -4.87773  -3.20297  2.70569  0.104
H  -6.63952  -3.12774  2.87555  0.107
H  -6.31353  -4.92179  4.57330  0.067
H  -5.92227  -6.73763  3.15207  0.118
H  -5.32548  -5.63561  1.92307  0.118
H  -7.50344  -6.38143  1.33911  0.120
H  -7.66824  -4.67660  1.70555  0.111
H  -8.88614  -4.01033  3.43873  0.089
H  -8.38412  -4.98088  4.85183  0.071
H  -9.98452  -5.20313  4.15266  0.087

Results
HOMO level	-5.06	eV
DFT total energy	-121986.930	eV
LUMO	1.8	eV
2S+1	1
charge	-1

Number 1: strongest force on any atom 2.08 eV/A. Number 2: strongest force on any atom 1.20 eV/A. Number 3: strongest force on any atom 5.13 eV/A. Number 4: strongest force on any atom 1.58 eV/A.